a) The following is a quantum chemistry calculation of an isolated molecule of C4H4F2O2, from the OMol25 dataset.

Atoms and positions in Å:
C: -0.0850 -0.2929 -0.9122
H: -0.8143 -0.7892 1.1083
C: 1.3472 1.9945 1.0787
O: 0.5072 -1.4452 -0.4055
F: 0.7138 3.1617 0.8950
C: 0.7961 1.0639 -0.4487
H: 2.4240 2.1166 1.0066
H: -0.2844 -0.2548 -1.9694
O: 1.2593 1.6487 -1.3758
F: 0.9323 1.4787 2.2327
C: -0.7635 -1.1268 0.0799
H: -1.5493 -1.8023 -0.2364

Values from the calculation:
- Spin multiplicity: 1

Want to see where the charge sits? The Löwdin charges in e are: -0.184 0.113 -0.269 -0.025 0.062 -0.106 0.142 0.137 0.068 0.067 -0.117 0.113

=====

b) The following is a quantum chemistry calculation of an isolated molecule of C4H4F2O2, from the OMol25 dataset.

Atoms and positions in Å:
O: 0.4992 0.6423 0.6391
C: -0.2537 -0.0475 1.4807
F: -2.2826 -1.1763 2.1352
H: 0.7861 1.0649 -2.5304
C: 0.4514 1.0891 -1.5579
C: -1.4175 -0.6507 1.2244
C: 0.8127 0.2216 -0.6138
F: -1.9572 -0.8362 -0.0073
O: 1.5425 -0.9234 -0.6727
H: 0.0963 -0.0730 2.5932
H: 1.8678 -1.1847 -1.4560
H: -0.1450 1.8738 -1.2346

Values from the calculation:
- Spin multiplicity: 1

Want to see where the charge sits? The Löwdin charges in e are: 0.021 -0.087 0.086 0.041 0.107 -0.282 -0.430 0.102 0.153 0.175 0.056 0.058

=====

Of them, a) has the lowest stability.

=====

a) The following is a quantum chemistry calculation of a cluster of 2 separate species, C4H2OS in total, from the OMol25 dataset.

Atoms and positions in Å:
C: 0.4233 -0.1938 1.4514
H: -1.8313 0.3387 -2.7916
O: 2.6871 0.9190 0.7063
H: -1.6724 0.0608 2.3247
C: -0.5699 -0.1095 2.1277
C: 0.0584 -0.4225 -2.0596
C: -1.0881 -0.2672 -2.3845
S: 1.9929 -0.3255 0.6255

Values from the calculation:
- Spin multiplicity: 1

Want to see where the charge sits? The Löwdin charges in e are: -0.401 -0.009 -0.517 0.073 0.036 0.040 -0.080 0.858

=====

b) The following is a quantum chemistry calculation of an isolated molecule of C4H2OS, from the OMol25 dataset.

Atoms and positions in Å:
O: 1.0136 1.0842 -1.0478
C: 0.3544 0.4647 -0.2396
C: -0.3805 -0.6329 -0.6884
H: -1.3973 -2.1615 -1.9817
C: 0.3208 0.7471 1.2637
C: -0.8659 -1.5048 -1.3574
H: -0.1967 0.1056 2.0348
S: 1.1516 1.8976 2.0164

Values from the calculation:
- Spin multiplicity: 1

Want to see where the charge sits? The Löwdin charges in e are: 0.111 -0.515 -0.059 0.037 -0.582 0.187 0.060 0.761

=====

Of them, a) has the lowest stability.

=====

a) The following is a quantum chemistry calculation of a cluster of 3 separate species, C5H12O2 in total, from the OMol25 dataset.

Atoms and positions in Å:
H: 1.5508 -1.8330 -2.1496
H: -1.4153 1.9968 -1.8354
O: 1.5332 1.8747 0.9162
H: 1.5266 2.3967 1.7253
H: -0.0461 -0.6548 2.6224
H: 0.0742 -1.4767 -2.3705
H: -2.7814 1.1231 -0.9677
C: -0.8039 0.5990 -0.3487
H: -1.5797 -1.1916 0.2732
O: 0.9626 -1.2929 -2.6834
H: 1.8828 -1.8476 1.5581
C: 1.0375 -1.4921 1.0001
C: 0.0148 -0.8233 1.5527
H: 1.4187 2.5238 0.2123
H: 1.0791 -1.6737 -0.0652
H: 0.2291 0.6138 -0.6390
C: -1.7242 1.2904 -1.0841
H: -1.8177 0.1736 1.4985
C: -1.1412 -0.3063 0.7847

Values from the calculation:
- Spin multiplicity: 2
- Charge: +1

Want to see where the charge sits? The Löwdin charges in e are: 0.032 0.101 -0.027 0.063 0.124 0.023 0.102 -0.054 0.188 -0.039 0.088 0.116 -0.120 0.055 0.056 0.097 0.205 0.146 -0.155

=====

b) The following is a quantum chemistry calculation of a cluster of 3 separate species, C5H12O2 in total, from the OMol25 dataset.

Atoms and positions in Å:
H: 1.3623 1.2975 0.0924
H: -3.6834 -0.7801 -1.5361
H: 0.5661 -0.1208 -0.5967
O: 3.9587 0.5695 0.2996
C: -1.6558 0.7313 0.6971
H: -3.3974 -1.6406 -0.0354
H: -4.2010 -0.0910 -0.0131
O: 2.8810 -1.0479 -1.1403
C: -3.3852 -0.6420 -0.4873
H: 3.6306 -0.0422 -0.4243
H: -0.2491 1.2992 2.0852
C: 0.7910 0.3921 0.3304
C: -0.3575 0.8012 1.1207
H: 1.5200 -0.2157 0.8642
H: -1.4444 -0.2355 -1.2214
H: 3.4850 -1.5808 -1.6904
H: -2.4320 1.1552 1.3240
H: 4.6979 0.1196 0.7247
C: -2.0866 0.0309 -0.3933

Values from the calculation:
- Spin multiplicity: 2
- Charge: +1

Want to see where the charge sits? The Löwdin charges in e are: 0.129 0.105 0.073 -0.056 -0.063 0.128 0.105 0.038 -0.034 -0.055 0.147 -0.057 0.033 0.100 0.131 0.075 0.134 0.053 0.016

=====

Of them, b) has the lowest stability.